ORCA calculation (ωB97M-V/def2-TZVPD) on a structure of composition C26H35NO4S.

Summary:
* relative energy (zero: lowest compared OMol25 entry of this formula, charge and spin): 24.222 eV

Cartesian coordinates (Å):
C 1.8647 1.8278 -2.7745
C 0.4356 2.5191 -2.6607
H -0.1703 2.4161 -3.6879
H 0.5805 3.5173 -2.3630
O -0.0739 1.9554 -1.6700
C -0.6563 0.4873 -1.8457
C -2.0232 0.3042 -1.0426
C -2.9034 -0.7315 -1.9586
C -2.2780 -2.1645 -1.9284
C -3.3045 -3.1441 -2.3524
O -2.7895 -4.6180 -2.6308
H -2.1387 -4.7410 -1.8748
H -3.5278 -2.7600 -3.3534
H -4.2637 -3.3265 -1.7223
H -1.3694 -2.1156 -2.5475
H -2.0337 -2.5187 -0.7005
H -3.1376 -0.3958 -2.7428
H -3.8751 -0.8146 -1.2007
H -2.7180 1.3584 -1.5680
C -1.9594 0.1597 0.3448
C -0.7218 -0.6960 0.5054
C 0.1032 -1.2050 -0.2462
O 0.1164 -0.5918 -1.6090
C 1.0809 -2.2502 0.0608
O 0.7316 -3.2427 -0.2032
N 2.3694 -1.7156 0.0269
C 3.0342 -0.3142 -0.0411
H 1.9621 0.2046 -0.2838
C 3.9433 -0.0401 1.0355
C 3.3020 0.1520 2.4172
C 2.7399 -1.2076 2.8130
H 1.9339 -1.3898 2.3570
H 2.5281 -0.9992 3.9679
C 3.8610 -2.3024 2.8503
C 3.4296 -3.3583 1.7502
H 2.1956 -3.8347 1.8269
H 4.0985 -4.1329 1.6122
C 3.2699 -2.9630 0.4776
H 4.3619 -2.5330 -0.0167
H 3.0775 -3.8646 -0.3882
H 4.7034 -1.9719 2.8034
H 3.7259 -3.1492 3.8907
H 2.6055 0.8130 2.3916
H 4.2279 0.5411 3.0944
H 4.8516 -0.6846 0.8362
H 4.1939 1.1937 0.6653
H 3.4216 -0.2651 -1.0229
H -0.7806 -0.9974 1.6742
C -1.6764 1.6242 0.7398
C -0.4181 1.8857 1.3331
S -0.4777 3.6760 1.8576
C -2.1661 3.8276 1.4910
C -3.0694 5.0688 1.6583
C -4.3112 4.9024 1.5513
C -4.8886 3.7538 1.0118
C -4.1805 2.4665 0.7810
C -2.5727 2.6690 0.9788
H -4.3986 1.5874 0.2837
H -5.9378 3.6014 0.5768
H -5.1298 5.6956 1.8251
H -2.4912 5.9439 2.1697
H 0.4071 1.4908 1.4431
H -2.8431 -0.0720 0.6599
H -0.7713 0.2515 -2.9279
H 2.4635 2.3847 -3.5813
H 2.5238 2.0364 -1.8704
H 1.9134 0.7961 -2.9469

Cartesian forces (eV/Å) of the 2 atoms listed first:
2.0965 4.3005 -1.2132
4.3266 -0.6145 -6.6403



ORCA calculation (ωB97M-V/def2-TZVPD) on a cluster of 2 separate species, C11H23BF5N7O2Si in total.

Summary:
* electronic energy: -1780.61918 a.u.

Cartesian coordinates (Å):
C -2.3575 -2.2213 3.0972
C -0.9773 -2.3659 2.4361
N -0.3485 -1.1042 2.0610
N 0.5205 -0.5492 2.8775
C 0.9490 0.5064 2.3274
C 1.9687 1.4448 2.9019
O 3.1431 1.3511 2.6773
N 1.4435 2.4759 3.7354
C 1.8406 3.7644 3.3107
O 2.9120 4.2631 3.4521
F 0.8385 4.4139 2.7019
N 0.3154 0.6238 1.1228
C 0.6164 1.7369 0.2205
C 1.7716 1.3996 -0.7798
N 1.1201 0.9578 -2.0035
N 2.5555 2.6042 -1.0035
N 2.6698 0.3330 -0.3343
C -0.5183 -0.3733 0.9443
Si -1.6959 -0.7459 -0.5441
C -0.8668 -1.9286 -1.7744
C -2.2272 0.7853 -1.5013
C -3.2884 -1.6151 0.0008
H -2.3666 -2.7227 4.0578
H -3.0779 -2.7551 2.4921
H -2.6582 -1.1918 3.2512
H -0.3186 -2.8220 3.1631
H -0.9689 -3.0213 1.5727
H 0.4328 2.4066 3.7937
H -0.2372 2.0425 -0.3674
H 0.9035 2.5956 0.8173
H 0.8837 -0.0168 -1.8423
H 1.8469 0.8804 -2.7105
H 2.6617 2.7319 -2.0011
H 3.4840 2.4144 -0.6484
H 3.2608 0.5934 0.4459
H 2.2069 -0.5503 -0.1793
H -0.4091 -1.3643 -2.5847
H -1.6229 -2.5554 -2.2337
H -0.1248 -2.5196 -1.2368
H -3.2556 0.6594 -1.8309
H -2.1990 1.7213 -0.9456
H -1.6319 0.8926 -2.4034
H -4.0737 -1.3311 -0.6927
H -3.1989 -2.6981 -0.0461
H -3.6257 -1.3134 0.9894
B 0.7846 -1.5824 -5.4280
F 2.0142 -2.2007 -5.6759
F 0.4909 -0.6582 -6.4352
F -0.2360 -2.5464 -5.3399
F 0.8563 -0.8974 -4.1798

Cartesian forces (eV/Å) of the 2 atoms listed first:
0.1472 -0.5787 -0.2219
-0.1501 -0.1898 0.6220



ORCA calculation (ωB97M-V/def2-TZVPD) on a cluster of 2 separate species, C4H8OS2 in total.

Summary:
* relative energy (zero: lowest compared OMol25 entry of this formula, charge and spin): 7.292 eV

Cartesian coordinates (Å):
C -1.1536 1.2283 -0.3097
C -2.1768 0.9132 0.8425
O -1.7220 0.2671 1.8360
C -1.1295 -0.2214 -0.8467
S -2.8896 -0.7176 -1.0576
S 1.9379 -0.0167 -0.7367
C 3.1888 -1.1698 0.2940
H -0.1539 1.4859 0.1691
H -1.6682 1.9975 -1.1159
H -3.1335 1.3950 1.1376
H -0.5386 -0.3197 -1.8307
H -0.6804 -0.9670 -0.0908
H 2.9979 -0.7098 1.2242
H 2.8659 -2.1971 0.2987
H 4.2555 -0.9679 0.1859

Cartesian forces (eV/Å) of the 2 atoms listed first:
-2.3684 0.0742 -0.1116
2.3352 -0.0051 4.9392



One value per record, in order, for largest force on an atom: 17.8 3.2 5.5 eV/A.